[1]
Here is one molecule with the formula C4H5NO2S in a non-equilibrium geometry from OMol25. Energies are from ωB97M-V/def2-TZVPD.

Summary:
E (Ha): -758.76951
F_max (eV/A): 2.11
Energy above the lowest of the compared OMol25 structures with the same formula, charge and spin (eV): 3.0097
Frontier orbital gap (eV): 9.428
E_HOMO (eV): -9.24
SMILES: O=C/C=C\O/C=N\S
Total charge: 0

Geometry as XYZ:
```
13
C4H5NO2S, DFT ωB97M-V/def2-TZVPD
O -2.18 -0.88 2.77
C -1.44 -0.52 1.86
C -0.77 -1.54 1.03
C -0.01 -1.17 -0.01
O 0.25 0.12 -0.31
C 1.02 0.33 -1.41
N 1.32 1.48 -1.79
S 0.72 2.81 -0.85
H -1.23 0.51 1.59
H -0.96 -2.56 1.26
H 0.32 -1.86 -0.77
H 1.50 -0.47 -1.94
H 1.45 3.75 -1.44
```

These are the Löwdin partial charges, in e, on atoms 1 to 2: number 1, O, carries 0.032; number 2, C, carries -0.242

***

[2]
Here is an isolated ion of composition C9H9N2O2 and charge +1 in a non-equilibrium geometry from OMol25. Energies are from ωB97M-V/def2-TZVPD.

Summary:
E (Ha): -607.91778
F_max (eV/A): 2.33
Energy above the lowest of the compared OMol25 structures with the same formula, charge and spin (eV): 5.7150
Frontier orbital gap (spin up / spin down) (eV): 7.360 / 8.042
E_HOMO (spin up / spin down) (eV): -13.04 / -13.23
Total charge: +1

Geometry as XYZ:
```
22
C9H9N2O2, DFT ωB97M-V/def2-TZVPD
C -3.23 -0.29 -0.22
C -2.73 -1.57 0.01
C -2.38 0.78 -0.34
C -1.36 -1.79 0.07
C -0.98 0.59 -0.23
C -0.48 -0.74 -0.12
C -0.08 1.63 -0.32
C 0.97 -1.04 -0.19
C 3.67 -0.31 0.49
N 1.71 -0.08 -0.83
N 0.07 2.85 0.02
O 1.44 -2.11 0.14
O 2.97 0.14 -0.66
H -4.30 -0.14 -0.28
H -3.41 -2.40 0.13
H -2.77 1.78 -0.51
H -0.96 -2.78 0.21
H 3.43 0.32 1.36
H 4.73 -0.21 0.24
H 3.43 -1.36 0.72
H -0.59 3.35 0.62
H 0.87 3.39 -0.31
```

These are the Löwdin partial charges, in e, on atoms 1 to 2: number 1, C, carries -0.030; number 2, C, carries 0.004

***

[3]
Here is C3H6N2O as an isolated structure in a non-equilibrium geometry from OMol25. Energies are from ωB97M-V/def2-TZVPD.

Summary:
E (Ha): -302.55667
F_max (eV/A): 4.41
Energy above the lowest of the compared OMol25 structures with the same formula, charge and spin (eV): 3.7124
Frontier orbital gap (eV): 10.012
E_HOMO (eV): -9.19
Total charge: 0

Geometry as XYZ:
```
12
C3H6N2O, DFT ωB97M-V/def2-TZVPD
C 1.86 -0.25 0.07
N -1.08 -0.49 0.44
C -2.30 0.36 0.14
C 0.75 0.23 -0.81
N -0.49 0.17 -0.58
O -3.09 0.17 -0.74
H -0.60 -0.48 1.34
H -2.54 0.88 1.08
H 1.01 0.53 -1.82
H 2.52 -0.91 -0.49
H 2.45 0.60 0.43
H 1.52 -0.80 0.95
```

These are the Löwdin partial charges, in e, on atoms 1 to 2: number 1, C, carries -0.075; number 2, N, carries 0.018

***

[4]
Here is a 3-piece molecular cluster, C23H44ClFN2O10PS overall in a non-equilibrium geometry from OMol25. Energies are from ωB97M-V/def2-TZVPD.

Summary:
E (Ha): -3063.58446
F_max (eV/A): 9.06
Frontier orbital gap (eV): 5.670
E_HOMO (eV): -11.17
Total charge: +1

Geometry as XYZ:
```
83
C23H44ClFN2O10PS, DFT ωB97M-V/def2-TZVPD
C -2.10 4.73 -1.26
C -2.45 3.64 -0.60
C -2.96 2.64 0.56
C -4.41 2.13 0.90
C -5.61 2.63 -0.08
C -6.12 1.27 -0.86
C -5.78 1.27 -2.44
Cl -3.96 1.54 -2.78
N -4.44 1.25 2.08
S -5.90 0.55 2.70
O -6.20 -0.76 1.98
O -7.10 1.46 2.44
F -5.79 0.35 4.39
C -3.03 1.16 2.51
P -2.51 0.15 4.03
O -2.81 0.88 5.38
O -3.42 -1.34 3.95
O -0.85 -0.35 3.99
N -2.19 1.95 1.61
C -0.69 2.12 1.63
O -0.06 0.84 1.39
C -0.29 0.35 0.04
C -0.70 -1.23 0.19
O -1.10 -1.84 -1.06
C -2.03 -2.95 -0.85
C -1.47 -4.10 0.15
O -2.45 -5.19 0.36
C -2.11 -5.80 1.65
C -2.87 -5.11 2.91
H -1.84 5.81 -1.61
H -5.18 3.38 -0.87
H -6.48 3.07 0.53
H -7.23 1.08 -0.65
H -5.55 0.35 -0.41
H -6.00 0.19 -2.83
H -6.40 2.00 -3.06
H -3.62 -1.41 2.96
H -0.86 -1.08 3.30
H -0.30 2.97 0.96
H -0.42 2.43 2.73
H 0.65 0.43 -0.64
H -1.15 0.87 -0.53
H 0.25 -1.76 0.60
H -1.58 -1.37 0.94
H -2.18 -3.47 -1.88
H -3.06 -2.56 -0.52
H -1.18 -3.73 1.20
H -0.51 -4.62 -0.28
H -0.96 -5.79 1.85
H -2.43 -6.92 1.64
H -3.92 -5.56 3.13
H -3.02 -3.97 2.76
H -2.18 -5.22 3.84
C 3.87 3.58 2.08
C 2.96 2.62 1.32
O 2.64 3.06 0.01
C 3.74 3.22 -0.89
C 4.50 1.93 -1.15
H 3.45 4.59 2.06
H 3.98 3.26 3.12
H 4.86 3.63 1.63
H 2.01 2.54 1.86
H 3.39 1.62 1.29
H 4.41 4.01 -0.54
H 3.31 3.57 -1.83
H 5.02 1.59 -0.26
H 5.24 2.08 -1.94
H 3.81 1.14 -1.46
C 6.08 -2.94 -4.34
C 5.42 -1.80 -3.58
O 6.14 -1.39 -2.43
C 7.45 -0.88 -2.65
C 7.47 0.37 -3.51
H 6.31 -3.77 -3.66
H 5.43 -3.29 -5.14
H 7.03 -2.62 -4.79
H 4.44 -2.14 -3.23
H 5.23 -0.94 -4.24
H 8.09 -1.66 -3.06
H 7.85 -0.63 -1.66
H 7.17 0.16 -4.53
H 8.48 0.79 -3.54
H 6.79 1.13 -3.11
```

These are the Löwdin partial charges, in e, on atoms 1 to 2: number 1, C, carries 0.153; number 2, C, carries -0.056

***

[5]
Here is a 3-piece molecular cluster, C40H34N2O10P overall in a non-equilibrium geometry from OMol25. Energies are from ωB97M-V/def2-TZVPD.

Summary:
E (Ha): -2747.85454
F_max (eV/A): 1.00
Frontier orbital gap (eV): 6.341
E_HOMO (eV): -11.14
Total charge: +1

Geometry as XYZ:
```
87
C40H34N2O10P, DFT ωB97M-V/def2-TZVPD
C 3.11 0.06 3.67
C 2.15 -0.67 2.76
N 1.29 -1.44 3.27
C 2.30 -0.47 1.26
C 2.13 0.93 0.75
N 3.25 1.53 0.34
C 3.32 2.77 -0.18
C 2.19 3.52 -0.35
C 2.35 4.90 -0.94
C 1.48 5.27 -2.18
C 0.45 6.37 -1.88
O 2.36 5.76 -3.19
C 0.98 2.94 0.06
C -0.27 3.76 -0.10
O -0.51 4.63 0.69
O -1.05 3.52 -1.16
C 0.94 1.66 0.63
P -0.58 0.83 1.23
O -0.64 -0.51 0.68
O -0.51 0.91 2.82
O -1.85 1.69 0.82
H 3.15 -0.48 4.61
H 2.74 1.06 3.87
H 4.12 0.09 3.25
H 0.69 -1.86 2.57
H 1.64 -1.16 0.73
H 3.32 -0.77 1.00
H 4.12 1.01 0.42
H 4.30 3.13 -0.46
H 2.21 5.65 -0.16
H 3.38 4.98 -1.28
H 1.00 4.39 -2.60
H 0.23 6.88 -2.81
H -0.47 5.98 -1.46
H 0.90 7.10 -1.21
H 2.78 6.55 -2.85
H -0.91 2.63 -1.51
H -0.07 1.72 3.12
H -2.05 2.40 1.45
C 8.12 -3.75 -5.31
C 8.39 -2.61 -4.57
C 7.40 -2.02 -3.81
C 6.12 -2.56 -3.80
C 5.84 -3.70 -4.56
C 6.84 -4.29 -5.31
C 4.46 -4.28 -4.60
O 4.22 -5.27 -5.26
C 3.40 -3.60 -3.81
C 2.09 -4.08 -3.86
C 1.10 -3.46 -3.12
C 1.40 -2.36 -2.31
C 2.70 -1.88 -2.27
C 3.70 -2.49 -3.02
C 5.07 -1.92 -2.96
O 5.31 -0.96 -2.25
H 8.90 -4.21 -5.90
H 9.39 -2.18 -4.58
H 7.61 -1.13 -3.22
H 6.62 -5.18 -5.89
H 1.87 -4.93 -4.48
H 0.08 -3.83 -3.16
H 0.62 -1.89 -1.73
H 2.96 -1.03 -1.66
C -3.76 -2.19 1.73
C -3.36 -1.00 2.33
C -4.27 -0.22 3.01
C -5.60 -0.62 3.10
C -6.01 -1.81 2.49
C -5.08 -2.60 1.81
C -7.44 -2.24 2.53
O -7.79 -3.27 2.00
C -8.41 -1.36 3.24
C -9.75 -1.71 3.25
C -10.67 -0.92 3.91
C -10.25 0.24 4.57
C -8.92 0.60 4.55
C -7.99 -0.20 3.88
C -6.57 0.23 3.86
O -6.19 1.23 4.43
H -3.04 -2.80 1.20
H -2.33 -0.69 2.25
H -3.97 0.70 3.49
H -5.41 -3.52 1.35
H -10.07 -2.61 2.74
H -11.72 -1.19 3.91
H -10.97 0.85 5.08
H -8.58 1.49 5.06
```

These are the Löwdin partial charges, in e, on atoms 1 to 2: number 1, C, carries -0.027; number 2, C, carries -0.428

***

[6]
Here is a 2-piece molecular cluster, CH4N2O2 overall in a non-equilibrium geometry from OMol25. Energies are from ωB97M-V/def2-TZVPD.

Summary:
E (Ha): -300.42587
F_max (eV/A): 3.29
Energy above the lowest of the compared OMol25 structures with the same formula, charge and spin (eV): 1.6812
Frontier orbital gap (eV): 11.258
E_HOMO (eV): -10.61
SMILES: N=C=O.NO
Total charge: 0

Geometry as XYZ:
```
9
CH4N2O2, DFT ωB97M-V/def2-TZVPD
N -1.50 -0.30 -0.28
C -2.63 -0.10 -0.05
O -3.77 0.13 0.07
H -0.59 -0.30 0.00
N 1.93 0.49 -0.16
O 1.19 -0.67 0.25
H 1.38 1.08 -0.71
H 2.03 1.05 0.70
H 1.95 -1.38 0.19
```

These are the Löwdin partial charges, in e, on atoms 1 to 2: number 1, N, carries 0.246; number 2, C, carries -0.419

***

[7]
Here is a 2-piece molecular cluster, C4H6OS overall in a non-equilibrium geometry from OMol25. Energies are from ωB97M-V/def2-TZVPD.

Summary:
E (Ha): -629.34600
F_max (eV/A): 4.51
Energy above the lowest of the compared OMol25 structures with the same formula, charge and spin (eV): 2.7530
Frontier orbital gap (eV): 9.115
E_HOMO (eV): -8.47
SMILES: c1ccoc1.S
Total charge: 0

Geometry as XYZ:
```
12
C4H6OS, DFT ωB97M-V/def2-TZVPD
C -0.90 -0.53 0.38
C -0.07 -1.22 -0.62
C 0.56 -0.22 -1.36
O 0.17 1.00 -0.99
C -0.75 0.79 -0.05
H -1.64 -0.96 1.01
H -0.10 -2.25 -0.80
H 1.09 -0.25 -2.36
H -1.21 1.67 0.35
S 2.59 -0.13 0.60
H 4.01 -0.01 1.37
H 2.41 1.04 -0.09
```

These are the Löwdin partial charges, in e, on atoms 1 to 2: number 1, C, carries -0.029; number 2, C, carries -0.103